1.
Formula: C36H28N9OsPS2
Source: the OMol25 dataset
Level of theory: ωB97M-V/def2-TZVPD

The geometry in XYZ format:
```
77
C36H28N9OsPS2 (ωB97M-V/def2-TZVPD)
Os -0.31485 0.40012 0.29144
N 0.84106 3.18302 -0.49125
P 1.61259 1.77969 0.09189
C 2.21401 2.13234 1.76418
C 2.73320 3.37416 2.11843
C 3.24008 3.56389 3.39386
C 3.24860 2.51926 4.30903
C 2.74912 1.27419 3.95404
C 2.23321 1.08051 2.68231
C 3.13328 1.74417 -0.88894
C 3.11152 2.09372 -2.24017
C 4.28915 2.08993 -2.96827
C 5.48257 1.71843 -2.36302
C 5.50138 1.34342 -1.02647
C 4.33035 1.35099 -0.28658
C -0.44014 3.18847 -0.97874
C -0.98214 4.34026 -1.55648
C -2.22703 4.27794 -2.13500
C -2.92288 3.06634 -2.13973
C -2.35694 1.98817 -1.51580
N -1.14305 2.03863 -0.91650
H 1.38424 4.01650 -0.66065
H 2.74189 4.19117 1.40685
H 3.64252 4.52829 3.67403
H 3.65551 2.67049 5.29972
H 2.76744 0.45743 4.66346
H 1.86155 0.10520 2.38317
H 2.18002 2.38016 -2.71529
H 4.27782 2.37864 -4.01078
H 6.40042 1.72010 -2.93520
H 6.43006 1.05348 -0.55391
H 4.34786 1.06952 0.75738
H -0.41115 5.25864 -1.53980
H -2.65587 5.16100 -2.58967
H -3.88726 2.97268 -2.61593
H -2.87138 1.04031 -1.47733
S -2.41811 -0.61614 0.43405
C -3.34687 0.48166 1.42024
C -4.72231 0.29540 1.48070
C -5.52413 1.15099 2.22670
C -6.93092 0.92352 2.29549
N -8.05951 0.71882 2.36683
C -4.94876 2.23904 2.92670
C -3.58050 2.40255 2.91572
C -2.75738 1.53110 2.18021
S -1.05609 1.73538 2.30907
C -5.77247 3.16819 3.63542
N -6.41425 3.93896 4.19443
H -5.17204 -0.52351 0.93495
H -3.12752 3.21388 3.47016
C 0.48150 -1.84361 -2.03917
C 0.58674 -2.31452 -0.63073
N 0.52967 -1.53633 0.45649
C 0.64875 -2.35838 1.56126
C 0.77922 -3.63355 1.13408
N 0.74271 -3.59087 -0.24342
C 0.76516 -4.76212 -1.12003
N 1.78620 -5.67123 -0.74516
N 1.44424 -6.88337 -0.21463
N 2.49127 -7.56456 -0.02898
C 3.59394 -6.83933 -0.43756
C 4.95325 -7.14652 -0.44097
C 5.81562 -6.18365 -0.91848
C 5.35411 -4.94157 -1.38326
C 4.01266 -4.62036 -1.38933
C 3.14349 -5.59755 -0.91444
H 0.61816 -0.76161 -2.06974
H -0.49754 -2.08479 -2.45856
H 1.24416 -2.29485 -2.67356
H 0.64201 -1.97884 2.56841
H 0.90763 -4.55421 1.67837
H 0.89671 -4.42897 -2.14802
H -0.17751 -5.30229 -1.03556
H 5.30595 -8.10561 -0.08799
H 6.87813 -6.38365 -0.93954
H 6.07053 -4.21602 -1.74516
H 3.66099 -3.65913 -1.74660
```

For the energy above the lowest of the compared OMol25 structures with the same formula, charge and spin, the calculation gives 3.2 kcal per mole. The calculation puts the gap between HOMO and LUMO (alpha / beta) at 7.34 / 4.00 eV. Its multiplicity is 5. As for the total charge: +2.

2.
Formula: C9H16N2O2
Source: the OMol25 dataset
Level of theory: ωB97M-V/def2-TZVPD

The geometry in XYZ format:
```
29
C9H16N2O2 (ωB97M-V/def2-TZVPD)
O -2.18199 1.62175 -1.59010
C -1.81051 0.77979 -0.72808
C -1.22877 1.12901 0.56230
C -0.75034 0.25543 1.57804
N -1.17526 -1.03623 1.38051
C -1.60515 -1.51979 0.10891
O -1.56680 -2.72858 -0.09173
N -2.16818 -0.63178 -0.71008
H -1.08175 2.19716 0.47586
H -0.00400 0.57516 2.35037
H -1.02681 -1.94656 2.01600
H -2.54860 -0.98830 -1.60573
C 0.91860 2.67321 0.29136
C 1.37535 1.18806 0.52295
C 2.35649 0.56963 -0.44986
C 2.74980 -0.80584 0.14599
C 3.37177 -1.61195 -0.93607
H 1.88064 3.18868 0.03732
H 0.10322 2.87449 -0.57587
H 0.50712 3.08710 1.27182
H 0.64970 0.53888 0.61580
H 1.75802 1.06674 1.61748
H 1.74639 0.18488 -1.25053
H 3.13443 1.34405 -0.58849
H 1.71146 -1.24158 0.37581
H 3.40760 -0.68064 1.06905
H 4.24378 -1.03251 -1.59283
H 3.87029 -2.36490 -0.20965
H 2.77952 -2.21730 -1.81790
```

For the energy above the lowest of the compared OMol25 structures with the same formula, charge and spin, the calculation gives 134.8 kcal per mole. The calculation puts the gap between HOMO and LUMO at 8.56 eV. Its SMILES is O=c1cc[nH]c(=O)[nH]1.CCCCC.

3.
Formula: C56H33AsBr4MoN4O8S
Source: the OMol25 dataset
Level of theory: ωB97M-V/def2-TZVPD

The geometry in XYZ format:
```
108
C56H33AsBr4MoN4O8S (ωB97M-V/def2-TZVPD)
Mo 8.49797 -16.21320 18.60847
C 3.33834 -10.49799 18.33726
C 4.61596 -10.11284 18.58219
C 5.63783 -11.07850 18.71433
C 5.20918 -12.38554 18.54235
C 3.93288 -12.76773 18.25909
C 2.93018 -11.78783 18.19581
C 6.27213 -13.47567 18.64781
C 6.43179 -14.18369 19.82512
C 5.77717 -14.03886 21.05112
C 6.30745 -14.85217 22.04764
C 7.31075 -15.58139 21.32397
C 8.16656 -16.51369 22.03740
C 8.03182 -16.46861 23.49377
C 7.07715 -17.23951 24.20527
C 7.03321 -17.16637 25.60912
C 8.02966 -16.45250 26.25398
C 8.95039 -15.66494 25.60394
C 8.99873 -15.76216 24.21410
C 9.21267 -17.23076 21.48336
N 9.63553 -17.24263 20.16725
C 10.81583 -17.90591 20.05906
C 11.61839 -18.05516 18.92108
C 12.94251 -18.61230 18.96387
C 13.71908 -17.76776 19.72133
C 15.10536 -17.94258 19.64895
C 15.60774 -19.11537 18.99258
C 14.75868 -20.04733 18.40443
C 13.42919 -19.75027 18.34408
C 11.26194 -17.39758 17.71705
C 12.05705 -17.55779 16.50771
C 11.34709 -16.98553 15.54791
C 10.22582 -16.32466 16.10990
N 10.17689 -16.63464 17.47049
C 9.32224 -15.36910 15.52597
C 8.30842 -14.61723 16.04584
C 7.63909 -13.53648 15.39106
C 6.87059 -12.96629 16.24443
C 6.95408 -13.71607 17.49783
N 7.80251 -14.72711 17.33424
C 9.59640 -15.13315 13.99719
C 9.20410 -16.09282 13.09255
C 9.34269 -15.82177 11.72774
C 9.89679 -14.63782 11.29424
C 10.30903 -13.64563 12.22453
C 10.12621 -13.90660 13.53850
C 11.11293 -18.45665 21.26634
C 10.24220 -18.02531 22.20755
N 7.33798 -15.20614 20.01970
H 2.52472 -9.73333 18.30401
H 4.86769 -9.07483 18.61136
H 6.65246 -10.76990 18.89397
H 3.78941 -13.86524 18.10315
H 1.95005 -12.01889 17.88000
H 4.93271 -13.30163 21.11214
H 6.00130 -14.91885 23.14743
H 6.41307 -17.95499 23.68921
H 6.38740 -17.69741 26.22177
H 8.06151 -16.44437 27.32450
H 9.43069 -14.96408 26.20077
H 9.57842 -15.16752 23.64222
H 13.30503 -16.82448 20.10856
H 15.81707 -17.23433 20.09479
H 16.68857 -19.31221 19.20392
H 15.08870 -20.97551 17.97599
H 12.66063 -20.37932 17.81748
H 13.06503 -17.93091 16.47483
H 11.58341 -17.03616 14.49738
H 7.93745 -13.19844 14.38741
H 6.17552 -12.07337 16.09884
H 8.74115 -17.01311 13.44736
H 9.05465 -16.59254 10.87644
H 9.97992 -14.43058 10.19041
H 10.49107 -12.59726 11.93238
H 10.32306 -13.04384 14.20297
H 12.02812 -18.99013 21.27819
H 10.11108 -18.32564 23.26015
Br 3.81045 -21.66617 18.63451
C 4.88831 -20.14032 18.05438
C 5.01239 -19.84257 16.70655
Br 4.13858 -20.93240 15.49111
C 5.93573 -18.86917 16.35297
Br 6.20531 -18.52725 14.52909
C 6.86305 -18.27705 17.23287
O 7.83832 -17.49154 17.00355
C 6.53211 -18.41186 18.62454
O 7.11931 -17.56490 19.34449
C 5.64910 -19.42520 19.05881
Br 5.21071 -19.57680 20.93551
O 12.42792 -14.25390 18.67770
As 11.06729 -14.16757 19.90923
O 11.64967 -15.04176 21.11389
O 9.71445 -14.70513 19.08876
C 11.20493 -12.18470 19.91176
C 12.15817 -11.47746 19.11797
C 12.22849 -10.13910 19.11738
C 11.34255 -9.32150 19.83627
C 10.35618 -9.93611 20.53688
C 10.29048 -11.36578 20.57076
S 8.94915 -11.94797 21.58577
O 7.70109 -11.67140 20.79030
O 9.04188 -11.32038 22.88446
O 9.22156 -13.36588 21.65416
H 12.52298 -15.22180 18.54850
H 12.73223 -12.09883 18.41512
H 12.94494 -9.58921 18.52552
H 11.45707 -8.17885 19.84941
H 9.63468 -9.37463 21.16009
```

For the energy above the lowest of the compared OMol25 structures with the same formula, charge and spin, the calculation gives 0.0 kcal per mole. The calculation puts the gap between HOMO and LUMO (alpha / beta) at 5.47 / 5.41 eV. Its multiplicity is 3. As for the total charge: -2.

4.
Formula: C26H25O10S3
Source: the OMol25 dataset
Level of theory: ωB97M-V/def2-TZVPD

The geometry in XYZ format:
```
64
C26H25O10S3 (ωB97M-V/def2-TZVPD)
C -4.18712 1.20750 -3.45969
C -2.93223 1.97628 -3.77412
O -2.22083 2.14053 -2.48701
C -0.88741 2.21982 -2.57889
C -0.18917 2.07976 -1.25608
O 0.85091 1.29315 -1.25405
C 1.60240 1.08525 -2.53459
S -1.40320 2.16687 0.19010
C -0.60128 2.39157 1.78402
C -0.78186 1.42901 2.77892
C -0.36250 1.69903 4.08414
C 0.21844 2.92997 4.39107
C 0.39461 3.88671 3.38963
C -0.05693 3.63429 2.09731
O -2.12673 3.39761 -0.00912
O -2.06929 0.88996 0.26361
O -0.25472 2.21232 -3.63568
H -4.76131 1.04539 -4.37253
H -3.95259 0.21968 -3.04758
H -4.81943 1.72828 -2.73567
H -2.29470 1.41756 -4.47274
H -3.13463 2.98909 -4.14769
H 2.46370 0.52795 -2.17879
H 1.00970 0.48955 -3.22673
H 1.87080 2.05483 -2.95551
H -1.27407 0.48967 2.54274
H -0.51074 0.94751 4.86125
H 0.53916 3.15675 5.40657
H 0.86357 4.84672 3.58939
H 0.01250 4.40154 1.33129
C 8.28492 0.30442 -0.02520
O 7.26349 0.43833 0.98309
C 6.04405 0.92066 0.63444
C 5.60543 1.05603 -0.70074
C 4.48005 1.80894 -0.96070
C 3.67821 2.32094 0.08134
C 2.56914 3.19780 -0.23549
C 2.71169 4.26276 -1.06105
S 1.41834 5.45030 -1.34246
O 0.55058 4.90153 -2.35819
O 0.87871 5.89239 -0.07540
C 2.44807 6.76770 -2.00900
C 3.77398 6.43619 -2.23751
C 4.68410 7.36555 -2.72629
C 4.23940 8.65743 -2.99581
C 2.90874 9.00991 -2.73832
C 2.01058 8.07549 -2.21863
S 4.23584 4.74269 -1.86699
O 5.34158 4.77029 -0.94240
O 4.33313 4.04077 -3.13289
C 4.04394 2.02467 1.41687
C 5.21333 1.35068 1.69120
H 9.18066 0.05809 0.54398
H 8.03364 -0.50935 -0.71921
H 8.42353 1.24441 -0.58004
H 6.17821 0.63295 -1.52588
H 4.18448 1.95849 -1.99765
H 1.66683 3.14034 0.36658
H 5.71560 7.05968 -2.88908
H 4.93990 9.38776 -3.40139
H 2.57539 10.02803 -2.93388
H 0.98803 8.34619 -1.96651
H 3.40888 2.39796 2.22315
H 5.54994 1.14156 2.70120
```

The calculation puts the gap between HOMO and LUMO at 4.25 eV. As for the total charge: -1.